[1]
# C15H23AsBr2N2O7P2Sn

A molecular structure, C15H23AsBr2N2O7P2Sn in a non-equilibrium geometry (ωB97M-V/def2-TZVPD, the OMol25 dataset).

```
53
Properties=species:S:1:pos:R:3:forces:R:3
Sn -13.0042 -8.4521 5.7456 0.7 0.7 -1.0
C -10.8366 -6.0698 8.3906 1.1 0.1 -1.1
C -11.5681 -7.1268 9.0896 -1.4 -0.7 1.3
C -11.3272 -7.4254 10.4812 -1.0 -0.1 -1.0
C -12.1155 -8.3665 11.1278 0.3 0.6 -0.9
C -13.1181 -9.0602 10.3690 0.9 1.1 -0.8
C -13.8796 -10.1024 10.8851 -1.3 -1.1 -0.3
Br -13.6904 -10.9167 12.5085 0.6 0.1 0.8
C -14.9393 -10.6578 10.1423 0.4 0.7 -0.6
C -15.2160 -10.1927 8.8816 -0.3 0.1 0.9
Br -16.7789 -10.7593 8.1121 -0.7 -0.4 -0.7
C -14.4570 -9.1649 8.2458 -0.1 -0.6 -0.6
O -14.6929 -8.8133 7.0363 -0.3 0.1 0.6
C -13.3660 -8.6524 8.9987 2.1 1.6 2.2
N -12.6028 -7.6607 8.4460 -0.4 -1.4 -0.5
H -11.4803 -5.2148 8.1732 0.1 0.1 0.4
H -10.5199 -6.4046 7.3784 -0.1 0.0 0.6
H -9.9343 -5.8155 8.9488 -0.2 0.4 -0.1
H -10.6164 -6.7789 10.9728 0.2 -0.3 0.3
H -11.9916 -8.5071 12.2056 -0.1 -0.3 -0.5
H -15.5545 -11.4099 10.5988 -0.1 -0.2 0.0
N -15.3325 -4.8174 2.8905 -0.7 -1.2 -0.2
C -14.2410 -5.8946 3.0886 0.2 -1.3 -0.1
C -13.6152 -6.2722 1.7165 -1.7 0.8 0.4
P -12.8024 -5.3076 4.3708 -1.0 -0.8 0.2
O -10.8409 -5.2708 2.9574 0.6 -0.3 0.2
O -13.2152 -6.3493 5.4782 -0.1 -0.8 1.1
O -11.3978 -6.1572 3.9574 -1.2 0.5 -0.7
P -15.3450 -7.3786 3.6786 -0.6 1.3 -1.0
O -15.9553 -6.7729 5.0605 0.3 -0.7 0.2
O -16.4818 -7.4384 2.6826 1.2 0.1 1.1
O -14.5175 -8.6318 3.9304 0.4 0.3 1.0
H -15.2683 -4.0524 3.5520 0.3 0.5 0.0
H -16.2672 -5.2841 3.0655 0.9 0.5 -0.4
H -15.3473 -4.5060 1.9072 0.1 0.2 0.6
H -13.3827 -5.3349 1.1786 0.1 -0.5 0.0
H -14.3613 -6.8870 1.1533 0.9 0.4 0.2
H -12.7034 -6.7886 1.9344 0.5 -0.5 -0.3
H -10.0515 -4.9939 3.4502 0.1 0.2 -0.4
H -15.4274 -6.9890 5.8614 -0.5 0.4 -0.7
C -17.2041 -10.6133 1.7519 0.9 -0.4 0.3
As -16.9516 -11.1190 3.6669 -3.1 0.8 -0.2
C -17.9140 -9.6708 4.6780 0.0 -0.8 -0.9
C -18.5049 -12.3836 3.9138 1.7 0.0 0.4
H -17.8522 -9.7436 1.6876 0.0 0.1 0.4
H -17.6467 -11.4763 1.2496 0.2 0.1 0.1
H -16.2308 -10.3497 1.3339 -0.2 -0.1 -0.1
H -18.9190 -10.0312 4.9335 0.5 -0.2 0.0
H -18.0038 -8.8760 3.9655 0.2 0.6 -0.4
H -17.3813 -9.3521 5.5301 0.6 0.4 0.9
H -19.2442 -11.7309 3.4951 -0.6 0.2 -0.3
H -18.6726 -12.5669 4.9779 0.0 0.0 -0.3
H -18.3853 -13.2866 3.3455 -0.1 -0.4 -0.1
```
Positions in Å, forces in eV/Å.

## Properties
Charge = +2
HOMO (alpha / beta) = -13.59 / -13.61 eV
Largest force on an atom = 3.48 eV Å⁻¹
HOMO-LUMO gap (alpha / beta) = 4.8128 / 5.1203 eV
LUMO (alpha / beta) = -8.77 / -8.49 eV

Just the natural (NBO) charges please, in e? Sure, here they are:
1. Sn 1.520
2. C -0.668
3. C 0.302
4. C -0.212
5. C -0.100
6. C -0.070
7. C -0.025
8. Br 0.270
9. C -0.221
10. C -0.129
11. Br 0.173
12. C 0.406
13. O -0.733
14. C 0.107
15. N -0.453
16. H 0.265
17. H 0.246
18. H 0.241
19. H 0.250
20. H 0.258
21. H 0.264
22. N -0.716
23. C -0.524
24. C -0.658
25. P 1.430
26. O -0.438
27. O -1.276
28. O -0.560
29. P 2.348
30. O -1.015
31. O -1.142
32. O -1.194
33. H 0.438
34. H 0.470
35. H 0.445
36. H 0.222
37. H 0.241
38. H 0.253
39. H 0.484
40. H 0.521
41. C -0.900
42. As 1.325
43. C -0.898
44. C -0.865
45. H 0.276
46. H 0.254
47. H 0.268
48. H 0.247
49. H 0.273
50. H 0.251
51. H 0.245
52. H 0.251
53. H 0.252

=====

[2]
# C32H34As2N3Rh

A molecular structure, C32H34As2N3Rh (ωB97M-V/def2-TZVPD, the OMol25 dataset).

```
72
Properties=species:S:1:pos:R:3:forces:R:3
Rh 0.0043 -0.5421 0.0307 -0.2 0.7 0.4
C 1.0373 1.6217 -3.6185 0.0 0.1 0.0
C 0.2189 2.7320 -3.5159 0.0 -0.1 0.0
C -0.6632 2.8137 -2.4496 -0.1 -0.1 0.0
C -0.7081 1.7893 -1.5205 0.0 0.0 0.1
N 0.0998 0.6989 -1.6292 0.0 0.1 0.2
C 0.9503 0.6345 -2.6537 -0.1 -0.1 -0.1
C -1.5932 1.8278 -0.3261 0.1 -0.1 -0.1
C -2.6423 2.7090 -0.1064 0.1 0.0 0.0
C -3.3829 2.5815 1.0607 0.1 -0.1 0.0
C -3.0821 1.5801 1.9765 0.0 0.0 0.0
C -2.0336 0.7195 1.6949 0.1 0.0 0.1
N -1.3257 0.8773 0.5746 0.1 -0.1 -0.3
C -1.5639 -0.4123 2.5274 0.1 0.0 0.0
C -2.1348 -0.7549 3.7410 0.1 0.1 -0.1
C -1.5825 -1.7874 4.4829 0.0 0.0 0.0
C -0.4520 -2.4272 4.0072 0.0 0.0 0.0
C 0.0629 -2.0419 2.7813 0.0 0.1 0.1
N -0.4884 -1.0831 2.0390 -0.1 -0.2 -0.4
H 1.7480 1.5165 -4.4251 0.0 0.0 0.0
H 0.2721 3.5289 -4.2445 0.0 0.0 0.0
H -1.3022 3.6767 -2.3328 0.0 0.0 0.0
H 1.5842 -0.2379 -2.7044 0.0 0.0 0.0
H -2.8806 3.4758 -0.8279 0.0 0.0 0.0
H -4.2007 3.2609 1.2565 0.0 0.0 0.0
H -3.6587 1.4761 2.8833 0.0 0.0 0.0
H -2.9933 -0.2158 4.1139 0.0 0.0 0.0
H -2.0174 -2.0687 5.4320 0.0 0.0 0.0
H 0.0312 -3.2110 4.5720 0.0 0.0 0.0
H 0.9543 -2.4981 2.3787 0.0 0.0 0.0
C -3.5741 -1.2108 -1.5063 0.1 0.1 0.0
As -1.9031 -1.9494 -0.8579 0.1 -0.2 0.0
C -2.5631 -3.3313 0.3429 -0.1 0.0 0.0
C -1.1541 -2.9571 -2.3218 0.1 0.0 0.0
C -1.9268 -3.5129 -3.3343 0.0 0.0 0.0
C -1.3237 -4.2506 -4.3422 0.0 0.0 0.0
C 0.0493 -4.4440 -4.3325 0.0 0.0 0.0
C 0.8254 -3.8955 -3.3209 0.0 0.0 0.0
C 0.2309 -3.1432 -2.3124 0.0 0.0 0.0
As 1.3074 -2.3713 -0.8802 0.1 -0.4 0.0
C 1.5514 -3.8766 0.3264 0.0 0.0 -0.1
C 3.0685 -2.3093 -1.6909 0.0 0.1 0.1
H -4.0278 -0.6262 -0.7051 0.0 0.0 0.0
H -4.2542 -2.0166 -1.7785 0.0 0.0 0.0
H -3.4054 -0.5685 -2.3692 0.0 0.0 0.0
H -3.0793 -4.0969 -0.2347 0.0 0.0 0.0
H -3.2603 -2.8888 1.0552 0.0 0.0 0.0
H -1.7391 -3.7881 0.8884 0.0 0.0 0.0
H -3.0009 -3.3713 -3.3490 0.0 0.0 0.0
H -1.9254 -4.6744 -5.1344 0.0 0.0 0.0
H 0.5199 -5.0222 -5.1159 0.0 0.0 0.0
H 1.8945 -4.0604 -3.3335 0.0 0.0 0.0
H 1.7842 -4.7671 -0.2558 0.0 0.0 0.0
H 0.6496 -4.0588 0.9060 0.0 0.0 0.0
H 2.3858 -3.6601 0.9946 0.0 0.0 0.0
H 3.4362 -3.3339 -1.7311 0.0 0.0 0.0
H 3.7411 -1.7105 -1.0806 -0.1 -0.1 -0.1
H 3.0290 -1.9065 -2.7010 0.0 0.0 0.0
C 1.5948 0.6252 0.8366 -0.7 0.1 0.0
C 2.9918 0.2801 0.5163 0.3 -0.2 -0.1
C 3.6817 -0.6784 1.2677 -0.1 0.1 -0.1
C 4.9939 -1.0093 0.9726 0.0 0.0 0.0
C 5.6485 -0.3873 -0.0844 0.0 0.1 0.0
C 4.9845 0.5792 -0.8286 0.1 0.0 0.0
C 3.6719 0.9128 -0.5279 -0.1 -0.1 0.0
H 1.3609 1.6415 0.5081 0.0 0.0 0.1
H 1.4116 0.5581 1.9087 0.1 0.1 0.0
H 3.1892 -1.1500 2.1124 0.0 0.0 0.0
H 5.5151 -1.7422 1.5748 0.0 0.0 0.0
H 6.6772 -0.6344 -0.3074 0.0 0.0 0.0
H 5.4987 1.0874 -1.6336 0.0 0.0 0.0
H 3.1743 1.6939 -1.0936 0.0 0.0 0.0
```
Positions in Å, forces in eV/Å.

## Properties
Charge = +2
HOMO = -13.00 eV
Largest force on an atom = 0.86 eV Å⁻¹
HOMO-LUMO gap = 6.7708 eV
LUMO = -6.23 eV

Just the Mulliken charges please, in e? Sure, here they are:
1. Rh 0.065
2. C -0.994
3. C -0.727
4. C -1.038
5. C 0.512
6. N 0.933
7. C -0.692
8. C 0.676
9. C -0.965
10. C -1.102
11. C -0.812
12. C 0.489
13. N 0.693
14. C 0.442
15. C -0.844
16. C -0.840
17. C -1.127
18. C -0.585
19. N 1.000
20. H 0.526
21. H 0.466
22. H 0.475
23. H 0.311
24. H 0.522
25. H 0.475
26. H 0.548
27. H 0.499
28. H 0.488
29. H 0.507
30. H 0.546
31. C -1.447
32. As 1.711
33. C -1.198
34. C -0.234
35. C -0.838
36. C -0.729
37. C -0.799
38. C -1.030
39. C 0.306
40. As 1.982
41. C -1.377
42. C -1.167
43. H 0.415
44. H 0.504
45. H 0.410
46. H 0.463
47. H 0.411
48. H 0.269
49. H 0.383
50. H 0.431
51. H 0.442
52. H 0.416
53. H 0.512
54. H 0.349
55. H 0.393
56. H 0.628
57. H -0.157
58. H 0.500
59. C -1.198
60. C -0.024
61. C -0.016
62. C -0.845
63. C -0.642
64. C -0.813
65. C -0.195
66. H 0.700
67. H 0.701
68. H 0.530
69. H 0.428
70. H 0.411
71. H 0.439
72. H 0.530

=====

[3]
# C45H62Ge2N5O5S3Ti

A molecular structure, C45H62Ge2N5O5S3Ti in a non-equilibrium geometry (ωB97M-V/def2-TZVPD, the OMol25 dataset).

```
123
Properties=species:S:1:pos:R:3:forces:R:3
Ti 0.3117 0.1212 -0.2876 0.1 0.3 1.1
O 0.0406 -0.3784 1.8349 -0.1 -0.1 -0.3
S -0.1557 -0.7242 3.3162 0.0 0.1 0.1
C 1.4414 -1.2977 3.9514 -0.1 0.0 0.0
C 2.0098 -2.5784 3.3753 0.1 -0.1 -0.1
C 2.4630 -2.5162 1.9142 0.0 0.1 0.1
C 3.7387 -1.6771 1.7167 0.0 0.0 0.0
S 3.6540 -0.2475 0.5513 0.0 -0.1 0.1
O 2.1666 -0.0824 0.1789 0.2 0.0 -0.3
C 4.0021 1.0922 1.6570 -0.1 0.0 0.0
C 5.3167 1.5266 1.7180 0.0 0.0 0.0
C 5.6349 2.5656 2.5820 0.0 0.0 0.0
C 4.6421 3.1606 3.3465 0.0 0.0 0.0
C 3.3242 2.7245 3.2557 0.0 0.0 0.0
C 2.9956 1.6794 2.4094 0.0 0.0 0.0
C -1.0839 -2.2268 3.4230 0.0 0.0 -0.1
C -1.1853 -3.1122 2.3627 0.0 0.0 -0.1
C -1.8678 -4.3023 2.5608 -0.1 0.1 0.0
C -2.4083 -4.6031 3.8009 0.0 0.1 0.0
C -2.2997 -3.7031 4.8521 0.0 0.0 0.0
C -1.6472 -2.4965 4.6641 0.0 0.0 0.0
H 1.2205 -1.4193 5.0163 0.0 0.0 0.0
H 2.0986 -0.4284 3.8688 0.0 0.0 -0.1
H 1.3017 -3.4035 3.4659 -0.1 -0.1 0.0
H 2.8504 -2.8829 4.0066 0.0 0.1 0.0
H 1.6530 -2.1290 1.2981 0.0 0.0 0.0
H 2.6452 -3.5438 1.5971 0.0 0.0 -0.1
H 4.5531 -2.2706 1.3015 0.0 0.0 0.0
H 4.0855 -1.2391 2.6515 0.0 0.0 0.0
H 6.0788 1.0777 1.0925 0.0 0.0 0.0
H 6.6550 2.9189 2.6420 0.0 0.0 0.0
H 4.8924 3.9786 4.0082 0.0 0.0 0.0
H 2.5512 3.2082 3.8385 0.0 0.0 0.0
H 1.9709 1.3520 2.2947 0.0 0.0 0.0
H -0.7101 -2.8923 1.4133 0.0 0.0 0.0
H -1.9456 -5.0198 1.7576 0.0 0.0 0.0
H -2.8999 -5.5538 3.9552 0.0 0.0 0.0
H -2.7216 -3.9406 5.8188 0.0 0.0 0.0
H -1.5701 -1.7812 5.4752 0.0 0.0 0.0
C 3.0657 0.8548 -3.3702 0.0 0.0 0.0
C 1.7798 0.2162 -3.8784 0.0 0.0 0.0
Ge 0.1139 0.6234 -2.8829 0.0 -0.1 -0.1
C -1.2328 -0.5113 -3.7919 0.0 0.0 -0.1
C -1.4687 -0.0708 -5.2385 0.0 0.0 0.0
C -0.3797 2.4835 -3.2312 0.0 -0.1 -0.1
C -0.2290 3.4294 -2.2995 0.0 0.2 0.1
Ge 0.5690 2.7794 -0.6132 0.0 -0.3 0.0
C 2.4699 3.3348 -0.6630 0.0 0.0 -0.1
C 2.6499 4.7947 -1.0864 0.0 0.0 0.0
C -0.0590 3.6485 1.0714 0.0 0.0 0.0
C -1.5461 3.7479 1.3973 0.0 0.0 0.0
C -0.4141 4.8743 -2.5960 0.0 0.0 0.0
C -0.8717 5.7652 -1.6265 0.0 0.0 0.0
C -1.0511 7.1103 -1.9145 0.0 0.0 0.0
C -0.7536 7.5965 -3.1780 0.0 0.0 0.0
C -0.2738 6.7271 -4.1483 0.0 0.0 0.0
C -0.1056 5.3826 -3.8604 0.0 0.0 0.0
H 3.9208 0.5845 -3.9923 0.0 0.0 0.0
H 3.2957 0.5508 -2.3446 0.0 0.0 0.0
H 2.9903 1.9432 -3.3800 0.0 0.0 0.0
H 1.8727 -0.8723 -3.9365 0.0 0.0 0.0
H 1.5878 0.5518 -4.9016 0.0 0.0 0.0
H -2.1667 -0.4705 -3.2289 0.0 0.0 0.0
H -0.8811 -1.5461 -3.7749 0.0 0.0 0.0
H -1.8209 0.9608 -5.2927 0.0 0.0 0.0
H -2.2193 -0.6944 -5.7275 0.0 0.0 0.0
H -0.5566 -0.1376 -5.8340 0.0 0.0 0.0
H -0.7075 2.7778 -4.2293 0.0 0.0 0.0
H 3.0111 2.6787 -1.3448 0.0 0.0 0.0
H 2.8949 3.1806 0.3275 0.0 0.0 0.1
H 2.3147 4.9598 -2.1105 0.0 0.0 0.0
H 3.6993 5.0910 -1.0301 0.0 0.0 0.0
H 2.0850 5.4794 -0.4502 0.0 0.0 0.0
H 0.3893 4.6460 1.0346 0.0 0.0 0.0
H 0.4537 3.1369 1.8922 0.0 0.0 0.0
H -2.1509 4.0523 0.5415 0.0 0.0 0.0
H -1.7290 4.4676 2.1973 0.0 0.0 0.0
H -1.9514 2.8005 1.7580 0.0 0.0 0.0
H -1.0968 5.4069 -0.6324 0.0 0.0 0.0
H -1.4197 7.7797 -1.1479 0.0 0.0 0.0
H -0.8838 8.6466 -3.4033 0.0 0.0 0.0
H -0.0219 7.0997 -5.1326 0.0 0.0 0.0
H 0.2940 4.7207 -4.6185 0.0 0.0 0.0
O 0.5947 -7.7901 3.9206 0.1 0.0 0.0
S 1.0502 -6.7553 3.0342 -0.1 0.1 0.1
O 0.6163 -5.4061 3.4129 0.1 0.0 0.0
O 2.4230 -6.8097 2.5823 0.1 0.0 0.0
C 0.0943 -6.9804 1.4981 0.0 -0.1 0.0
N -0.7491 -7.9966 1.3443 0.0 0.1 0.0
C -1.5178 -7.9700 0.2585 0.0 0.0 0.1
C -1.5218 -6.9114 -0.6404 0.0 0.0 -0.1
C -0.5829 -5.9256 -0.3968 -0.1 -0.1 0.1
N 0.2558 -5.9851 0.6301 0.0 0.0 0.1
C -0.4941 -4.5837 -1.0132 0.1 0.1 -0.1
C 0.7684 -3.9984 -1.1071 0.2 0.0 0.1
C 0.8714 -2.6333 -1.1235 -0.1 -0.2 -0.3
N -0.2119 -1.8315 -1.0874 0.2 0.1 -0.3
C -1.4130 -2.3977 -1.2159 -0.1 0.0 0.1
C -1.5995 -3.7710 -1.1893 -0.1 0.2 0.0
H -2.1818 -8.8154 0.1147 0.0 0.0 0.0
H -2.2042 -6.8865 -1.4790 0.0 0.0 0.0
H 1.6557 -4.6120 -1.0376 0.0 0.0 0.0
H 1.8346 -2.1416 -1.1449 0.0 0.0 0.0
H -2.2561 -1.7205 -1.2756 0.0 0.0 0.0
H -2.6055 -4.1688 -1.1737 0.0 0.0 0.0
C -4.4569 1.7206 0.4515 0.0 0.0 0.0
C -4.0312 0.9580 -0.8020 0.0 0.0 0.0
C -4.5207 1.6829 -2.0514 0.0 0.0 0.0
C -4.5923 -0.4621 -0.7666 0.0 0.0 0.0
N -2.5614 0.8728 -0.9767 -0.1 -0.1 0.0
N -1.7978 0.4825 0.1631 -0.1 0.0 -0.2
H -5.5445 1.7872 0.4849 0.0 0.0 0.0
H -4.0627 2.7367 0.4489 0.0 0.0 0.0
H -4.1444 1.2176 1.3711 0.0 0.0 0.0
H -5.6075 1.6394 -2.1137 0.0 0.0 0.0
H -4.1060 1.2183 -2.9480 0.0 0.0 0.0
H -4.2230 2.7339 -2.0359 0.0 0.0 0.0
H -5.6677 -0.4416 -0.5922 0.0 0.0 0.0
H -4.1587 -1.0536 0.0473 0.0 0.0 0.0
H -4.4041 -0.9731 -1.7125 0.0 0.0 0.0
H -2.1711 1.7413 -1.3335 0.0 0.0 0.0
H -2.1472 -0.4211 0.4822 0.0 0.0 0.0
H -1.8987 1.1152 0.9587 0.0 0.0 0.0
```
Positions in Å, forces in eV/Å.

## Properties
Charge = +1
HOMO = -9.99 eV
Largest force on an atom = 1.15 eV Å⁻¹
HOMO-LUMO gap = 6.7491 eV
LUMO = -3.24 eV

Mulliken atomic charge list, values in e, 99 entries:
1. Ti -1.006
2. O 0.227
3. S -0.149
4. C -0.353
5. C -1.229
6. C 1.569
7. C -1.312
8. S 0.108
9. O -0.301
10. C 1.100
11. C -0.748
12. C -0.720
13. C -0.725
14. C -1.370
15. C 0.198
16. C 0.410
17. C 1.226
18. C -0.657
19. C -0.610
20. C -0.846
21. C -0.917
22. H 0.800
23. H 0.121
24. H -0.161
25. H 0.665
26. H -1.707
27. H 0.978
28. H 0.530
29. H 0.700
30. H 0.509
31. H 0.455
32. H 0.454
33. H 0.486
34. H 0.552
35. H -0.544
36. H 0.466
37. H 0.449
38. H 0.436
39. H 0.516
40. C -0.756
41. C -0.906
42. Ge 2.240
43. C -0.261
44. C -1.543
45. C -0.533
46. C 0.725
47. Ge 1.533
48. C 0.321
49. C -1.522
50. C -0.666
51. C -1.206
52. C -0.221
53. C 0.199
54. C -1.092
55. C -0.461
56. C -0.871
57. C -0.513
58. H 0.550
59. H -0.135
60. H 0.232
61. H 0.353
62. H 0.598
63. H -0.104
64. H 0.331
65. H 0.301
66. H 0.407
67. H 0.358
68. H 0.515
69. H 0.101
70. H -0.094
71. H 0.394
72. H 0.411
73. H 0.280
74. H 0.683
75. H 0.050
76. H 0.188
77. H 0.517
78. H 0.287
79. H 0.237
80. H 0.416
81. H 0.408
82. H 0.430
83. H 0.420
84. O -0.682
85. S 1.128
86. O -0.589
87. O -0.742
88. C 0.037
89. N -0.485
90. C -0.529
91. C -0.538
92. C 0.141
93. N -0.090
94. C 0.565
95. C -0.855
96. C -1.227
97. N 1.752
98. C -0.830
99. C -1.201

=====

The lowest largest force on an atom belongs to which entry? C32H34As2N3Rh

=====

Number 2 is which compound? C32H34As2N3Rh

=====

Look up the largest force on an atom of the first one. 3.48 eV Å⁻¹

=====

The lowest largest force on an atom belongs to which entry? C32H34As2N3Rh